Formula: C37H37HfN3P2
Source: the OMol25 dataset
Level of theory: the ωB97M-V functional and the def2-TZVPD basis

Atoms and positions in Å:
1 Hf -3.347 -0.756 -1.535
2 C 0.390 -1.040 -2.364
3 C -0.212 -1.757 -3.308
4 C -0.506 -3.237 -3.194
5 C -1.750 -3.775 -2.471
6 C -2.280 -3.009 -1.228
7 C -1.321 -2.767 -0.207
8 C 0.145 -2.860 -0.381
9 C 0.895 -1.653 -1.073
10 C -4.965 -0.331 -0.377
11 H 0.272 0.055 -2.341
12 H -0.841 -1.270 -4.068
13 H 0.396 -3.781 -2.821
14 H -0.689 -3.578 -4.242
15 H -2.571 -3.902 -3.184
16 H -1.460 -4.801 -2.160
17 H -3.207 -3.466 -0.831
18 H -1.684 -2.553 0.820
19 H 0.487 -3.826 -0.827
20 H 0.542 -2.812 0.662
21 H 0.926 -0.834 -0.318
22 H 1.924 -2.030 -1.259
23 H -4.503 0.374 0.334
24 H -5.427 -1.163 0.100
25 H -5.659 0.177 -1.035
26 P -6.756 -1.399 -4.219
27 P -6.903 -2.607 -1.973
28 C -6.436 -3.161 -4.498
29 C -6.545 -3.802 -3.304
30 C -8.026 -1.005 -5.489
31 C -8.343 -1.875 -6.558
32 C -8.888 -1.328 -7.723
33 C -9.249 0.028 -7.793
34 C -9.222 0.779 -6.603
35 C -8.669 0.258 -5.436
36 C -5.306 -0.516 -4.782
37 C -4.246 -0.390 -3.832
38 C -3.101 0.351 -4.155
39 C -2.933 0.754 -5.526
40 C -3.965 0.559 -6.457
41 C -5.180 -0.009 -6.074
42 C -8.735 -2.987 -1.808
43 C -9.631 -2.556 -2.806
44 C -10.873 -3.185 -2.963
45 C -11.319 -4.146 -2.034
46 C -10.505 -4.403 -0.924
47 C -9.240 -3.821 -0.785
48 C -6.219 -3.510 -0.533
49 C -6.434 -2.965 0.754
50 C -6.088 -3.678 1.880
51 C -5.523 -4.954 1.755
52 C -5.204 -5.449 0.476
53 C -5.494 -4.697 -0.655
54 H -6.251 -3.612 -5.480
55 H -6.557 -4.886 -3.153
56 H -8.149 -2.957 -6.463
57 H -9.012 -1.957 -8.611
58 H -9.566 0.479 -8.739
59 H -9.614 1.795 -6.605
60 H -8.707 0.816 -4.488
61 H -4.508 -1.156 -2.926
62 H -2.374 0.702 -3.357
63 H -1.985 1.193 -5.870
64 H -3.847 0.874 -7.497
65 H -6.042 -0.056 -6.753
66 H -9.369 -1.738 -3.492
67 H -11.512 -2.928 -3.805
68 H -12.277 -4.671 -2.172
69 H -10.866 -5.086 -0.147
70 H -8.647 -4.031 0.111
71 H -6.840 -1.950 0.860
72 H -6.266 -3.239 2.871
73 H -5.340 -5.559 2.636
74 H -4.717 -6.424 0.383
75 H -5.189 -5.063 -1.645
76 N -2.010 0.181 -0.302
77 C -1.256 0.474 0.592
78 N -0.734 0.971 1.626
79 C 0.511 1.157 2.006
80 N 1.555 1.435 2.470

Properties
LUMO energy (alpha / beta)	-7.753 / -7.752	eV
spin multiplicity	1
total charge	+2

Formula: C3H3NO4
Source: the OMol25 dataset
Level of theory: the ωB97M-V functional and the def2-TZVPD basis

Atoms and positions in Å:
1 C -0.894 -0.039 -1.044
2 C -1.073 -0.687 0.128
3 C 0.903 0.557 0.282
4 H -1.111 0.295 -2.973
5 H -1.704 -1.531 0.525
6 H 0.618 0.227 2.912
7 N 0.117 -0.352 0.837
8 O -1.696 -0.161 -2.188
9 O 0.408 -1.033 2.080
10 O 1.846 1.106 0.681
11 O 0.413 0.648 -0.888

Properties
LUMO energy	-0.935	eV
spin multiplicity	1

Formula: C25H31N3O2
Source: the OMol25 dataset
Level of theory: the ωB97M-V functional and the def2-TZVPD basis

Atoms and positions in Å:
1 C -5.620 -2.403 -0.820
2 N -4.596 -1.409 -0.577
3 C -3.875 -1.647 0.662
4 H -3.439 -0.701 0.991
5 C -2.721 -2.633 0.406
6 O -2.150 -2.397 -0.855
7 H -2.821 -1.906 -1.362
8 C -1.650 -2.528 1.513
9 O -1.449 -1.233 2.030
10 C -0.625 -0.343 1.401
11 C -0.423 0.858 2.084
12 C 0.414 1.822 1.567
13 C 1.071 1.623 0.357
14 C 0.850 0.434 -0.320
15 C 0.010 -0.544 0.184
16 H -0.161 -1.442 -0.386
17 H 1.337 0.262 -1.270
18 C 2.054 2.649 -0.152
19 N 3.309 2.678 0.594
20 H 3.114 2.983 1.543
21 C 4.018 1.411 0.650
22 C 4.662 1.070 -0.702
23 C 5.485 -0.173 -0.569
24 C 4.886 -1.429 -0.582
25 C 5.679 -2.551 -0.416
26 N 6.989 -2.500 -0.244
27 C 7.561 -1.308 -0.230
28 C 6.861 -0.122 -0.384
29 H 7.377 0.826 -0.364
30 H 8.634 -1.308 -0.087
31 H 5.248 -3.545 -0.422
32 H 3.819 -1.526 -0.721
33 H 3.880 0.912 -1.446
34 H 5.279 1.913 -1.016
35 H 3.370 0.574 0.959
36 H 4.812 1.514 1.395
37 H 1.625 3.653 -0.079
38 H 2.288 2.458 -1.202
39 H 0.561 2.745 2.110
40 H -0.933 1.007 3.023
41 H -1.984 -3.112 2.375
42 H -0.715 -2.956 1.136
43 H -3.097 -3.670 0.427
44 H -4.522 -2.028 1.465
45 C -5.113 -0.048 -0.669
46 C -3.981 0.945 -0.689
47 C -3.040 0.897 -1.710
48 C -1.983 1.787 -1.733
49 C -1.856 2.741 -0.738
50 C -2.785 2.793 0.285
51 C -3.840 1.897 0.311
52 H -4.562 1.940 1.115
53 H -2.688 3.530 1.068
54 H -1.035 3.441 -0.761
55 H -1.257 1.740 -2.531
56 H -3.144 0.160 -2.492
57 H -5.807 0.182 0.157
58 H -5.673 0.023 -1.608
59 H -6.431 -2.364 -0.078
60 H -5.170 -3.394 -0.790
61 H -6.046 -2.247 -1.810

Properties
LUMO energy	0.750	eV
spin multiplicity	1

Formula: C36H72O17
Source: the OMol25 dataset
Level of theory: the ωB97M-V functional and the def2-TZVPD basis

Atoms and positions in Å:
1 C 7.939 -0.060 -4.088
2 C 8.628 0.385 -2.752
3 O 7.855 0.205 -1.547
4 C 7.009 1.126 -1.186
5 O 6.916 2.245 -1.712
6 O 6.275 0.722 -0.161
7 C 6.186 -0.673 0.165
8 H 8.637 0.261 -4.860
9 H 6.944 0.339 -4.284
10 H 7.966 -1.149 -4.120
11 H 8.998 1.410 -2.754
12 H 9.529 -0.214 -2.623
13 H 5.406 -0.908 0.889
14 H 7.068 -0.979 0.728
15 H 6.025 -1.279 -0.726
16 C 1.881 4.783 -7.603
17 C 1.048 5.616 -8.590
18 O 1.893 6.086 -9.662
19 C 1.428 6.036 -10.911
20 O 0.372 5.678 -11.300
21 O 2.406 6.457 -11.697
22 C 2.366 6.241 -13.105
23 H 2.385 3.898 -7.991
24 H 1.247 4.529 -6.753
25 H 2.556 5.422 -7.034
26 H 0.612 6.459 -8.055
27 H 0.175 5.101 -8.993
28 H 1.448 6.663 -13.515
29 H 2.131 5.191 -13.279
30 H 3.266 6.495 -13.666
31 C -4.064 5.483 6.138
32 C -4.338 4.368 5.217
33 O -5.283 4.772 4.242
34 C -5.040 5.549 3.150
35 O -5.879 5.850 2.338
36 O -3.789 6.034 3.171
37 C -3.288 7.015 2.274
38 H -4.920 5.622 6.798
39 H -3.931 6.496 5.757
40 H -3.217 5.242 6.781
41 H -4.689 3.565 5.866
42 H -3.416 4.040 4.738
43 H -3.870 7.903 2.518
44 H -3.414 6.716 1.233
45 H -2.212 7.187 2.305
46 C 8.775 -5.380 -2.053
47 C 7.633 -6.185 -2.655
48 O 6.368 -5.525 -2.806
49 C 5.318 -6.134 -3.489
50 O 5.436 -7.304 -3.869
51 O 4.297 -5.292 -3.737
52 C 3.089 -5.825 -4.301
53 H 8.375 -4.522 -1.513
54 H 9.446 -4.981 -2.814
55 H 9.398 -6.072 -1.486
56 H 7.463 -7.058 -2.024
57 H 7.974 -6.630 -3.590
58 H 2.485 -6.362 -3.569
59 H 3.359 -6.395 -5.190
60 H 2.657 -4.884 -4.642
61 C -4.798 -3.267 6.788
62 C -4.796 -3.413 8.293
63 C -4.528 -4.857 8.454
64 O -3.517 -5.077 7.473
65 C -3.833 -4.341 6.322
66 H -4.391 -2.303 6.484
67 H -5.836 -3.206 6.461
68 H -5.607 -3.129 8.964
69 H -3.916 -2.849 8.603
70 H -5.412 -5.447 8.212
71 H -4.115 -4.968 9.456
72 H -4.255 -5.019 5.580
73 H -2.872 -3.958 5.979
74 C -3.333 -9.842 1.264
75 C -4.058 -9.868 -0.036
76 C -4.005 -8.333 -0.486
77 O -3.046 -7.731 0.410
78 C -2.263 -8.744 1.036
79 H -2.933 -10.831 1.487
80 H -4.049 -9.511 2.017
81 H -5.060 -10.290 0.044
82 H -3.543 -10.516 -0.745
83 H -4.993 -7.879 -0.410
84 H -3.688 -8.266 -1.527
85 H -1.873 -8.418 2.001
86 H -1.460 -8.992 0.342
87 C -0.341 -0.221 0.895
88 C -0.027 -1.162 -0.200
89 C 0.129 -0.153 -1.390
90 O -0.584 1.034 -1.025
91 C -0.458 1.238 0.373
92 H 0.356 -0.433 1.706
93 H -1.320 -0.423 1.329
94 H -0.816 -1.902 -0.334
95 H 0.896 -1.714 -0.025
96 H -0.341 -0.499 -2.310
97 H 1.177 0.125 -1.498
98 H -1.345 1.655 0.850
99 H 0.378 1.863 0.685
100 C -6.368 -1.158 -0.741
101 C -7.218 -1.004 0.455
102 C -7.938 -2.309 0.694
103 O -8.157 -2.786 -0.640
104 C -7.253 -2.231 -1.581
105 H -5.438 -1.591 -0.374
106 H -6.259 -0.193 -1.237
107 H -7.987 -0.240 0.335
108 H -6.734 -0.680 1.376
109 H -8.869 -2.135 1.233
110 H -7.351 -2.998 1.301
111 H -7.790 -1.846 -2.448
112 H -6.545 -3.023 -1.822
113 C 1.567 7.883 5.378
114 C 1.820 9.396 5.150
115 C 3.263 9.523 5.485
116 O 3.795 8.229 5.290
117 C 2.876 7.229 4.903
118 H 0.674 7.487 4.895
119 H 1.599 7.678 6.448
120 H 1.197 9.830 5.932
121 H 1.573 9.772 4.157
122 H 3.416 9.790 6.531
123 H 3.630 10.266 4.778
124 H 2.865 6.352 5.549
125 H 2.795 7.028 3.835

Properties
LUMO energy	0.175	eV
spin multiplicity	1

Formula: C25H72N8O11
Source: the OMol25 dataset
Level of theory: the ωB97M-V functional and the def2-TZVPD basis

Atoms and positions in Å:
1 C -3.886 -2.077 0.950
2 O -3.255 -1.064 1.000
3 N -4.012 -2.906 -0.065
4 N -4.487 -2.650 1.980
5 H -3.455 -2.680 -0.876
6 H -4.466 -3.801 0.047
7 H -4.962 -3.526 1.818
8 H -4.616 -2.125 2.833
9 C -0.263 0.042 -0.256
10 O -0.708 -0.782 -1.051
11 N -0.813 0.345 0.900
12 N 0.869 0.689 -0.503
13 H -1.627 -0.189 1.170
14 H -0.434 0.915 1.642
15 H 1.258 0.634 -1.434
16 H 1.131 1.331 0.231
17 C -4.840 -0.444 4.370
18 O -4.609 -1.655 4.514
19 N -5.313 0.264 5.285
20 N -4.610 0.253 3.282
21 H -5.675 -0.255 6.073
22 H -5.469 1.262 5.293
23 H -4.804 1.243 3.331
24 H -4.179 -0.199 2.488
25 C -2.703 2.995 2.714
26 O -1.454 2.802 2.637
27 N -3.229 3.682 3.685
28 N -3.626 2.698 1.822
29 H -2.700 3.960 4.500
30 H -4.207 3.931 3.647
31 H -3.282 2.055 1.123
32 H -4.583 3.012 1.902
33 C 1.989 4.436 2.884
34 C 2.251 3.115 2.196
35 C 2.718 2.061 3.186
36 O 1.115 2.646 1.553
37 H 1.597 5.110 2.123
38 H 2.737 4.916 3.515
39 H 1.267 4.318 3.693
40 H 3.030 3.246 1.444
41 H 3.741 2.214 3.530
42 H 2.649 1.045 2.797
43 H 2.086 2.159 4.069
44 H 0.366 2.764 2.141
45 C 2.607 1.782 -3.297
46 C 2.192 0.438 -3.862
47 C 2.983 0.187 -5.161
48 O 2.615 -0.597 -3.047
49 H 3.671 1.944 -3.120
50 H 2.052 2.117 -2.421
51 H 2.417 2.593 -4.000
52 H 1.147 0.372 -4.166
53 H 2.678 0.955 -5.872
54 H 2.730 -0.719 -5.712
55 H 4.069 0.265 -5.203
56 H 2.876 -1.216 -3.733
57 C -0.656 -2.751 -4.053
58 C -2.047 -2.802 -3.540
59 C -2.872 -3.969 -4.132
60 O -2.091 -3.000 -2.120
61 H -0.137 -1.876 -3.662
62 H -0.512 -2.761 -5.134
63 H -0.260 -3.681 -3.646
64 H -2.558 -1.842 -3.619
65 H -2.494 -4.960 -3.884
66 H -2.829 -3.942 -5.221
67 H -3.938 -4.024 -3.911
68 H -1.654 -2.234 -1.741
69 C 2.307 -3.914 1.322
70 C 1.520 -2.972 0.380
71 C 1.978 -3.079 -1.102
72 O 0.194 -3.199 0.586
73 H 3.275 -3.473 1.561
74 H 2.576 -4.821 0.780
75 H 1.856 -4.175 2.279
76 H 1.812 -1.954 0.639
77 H 2.136 -4.129 -1.346
78 H 2.982 -2.723 -1.332
79 H 1.208 -2.544 -1.658
80 H -0.355 -2.605 0.070
81 C 6.281 0.380 -1.955
82 C 5.768 0.885 -0.676
83 C 4.348 0.505 -0.414
84 O 6.432 0.172 0.385
85 H 6.647 -0.646 -1.989
86 H 7.119 1.017 -2.239
87 H 5.736 0.670 -2.853
88 H 5.890 1.967 -0.725
89 H 4.155 -0.451 -0.900
90 H 3.727 1.274 -0.873
91 H 4.058 0.375 0.629
92 H 5.827 -0.539 0.611
93 C -0.244 2.781 -5.859
94 C -1.539 2.827 -4.944
95 C -1.451 2.075 -3.516
96 O -1.690 4.185 -4.659
97 H 0.084 3.762 -6.203
98 H -0.190 1.937 -6.546
99 H 0.664 2.559 -5.297
100 H -2.421 2.439 -5.454
101 H -0.517 2.292 -2.998
102 H -1.344 1.004 -3.687
103 H -2.337 2.130 -2.884
104 H -1.935 4.661 -5.456
105 C -0.727 -0.963 3.947
106 C -0.683 -1.762 5.272
107 C -0.809 -0.786 6.376
108 O -1.715 -2.686 5.374
109 H -0.829 -1.720 3.169
110 H 0.119 -0.309 3.735
111 H -1.559 -0.264 3.864
112 H 0.191 -2.397 5.414
113 H -1.755 -0.248 6.320
114 H -0.036 -0.020 6.449
115 H -0.744 -1.340 7.312
116 H -2.542 -2.246 5.162

Properties
LUMO energy	-0.267	eV
spin multiplicity	1

Formula: C30H58N5O2
Source: the OMol25 dataset
Level of theory: the ωB97M-V functional and the def2-TZVPD basis

Atoms and positions in Å:
1 C 0.622 1.988 -2.700
2 C 0.332 2.269 -1.321
3 C 1.315 3.123 -0.355
4 N 2.230 3.958 -1.192
5 C 1.645 5.045 -1.991
6 C 2.806 5.684 -2.774
7 N 3.963 4.900 -2.304
8 C 5.375 5.192 -2.768
9 N 5.615 6.682 -2.838
10 C 3.678 3.863 -1.351
11 C 4.617 2.824 -0.590
12 C 5.638 3.523 0.473
13 C 5.516 1.897 -1.547
14 C 4.718 0.600 -2.123
15 C 5.832 -0.538 -2.383
16 H 1.684 1.677 -3.030
17 H -0.141 2.108 -3.549
18 H -0.629 1.821 -0.904
19 H 1.901 2.338 0.265
20 H 0.730 3.735 0.428
21 H 0.537 5.294 -1.972
22 H 2.773 6.540 -3.520
23 H 6.054 4.823 -1.913
24 H 5.594 4.686 -3.770
25 H 6.580 6.868 -3.169
26 H 5.008 7.087 -3.567
27 H 3.952 2.110 0.026
28 H 6.632 3.799 -0.028
29 H 5.754 2.768 1.331
30 H 5.161 4.483 0.868
31 H 5.973 2.429 -2.448
32 H 6.366 1.463 -0.891
33 H 3.938 0.190 -1.395
34 H 4.205 0.807 -3.130
35 H 6.324 -0.918 -1.413
36 H 5.409 -1.467 -2.918
37 H 6.683 -0.113 -3.032
38 C -0.517 -5.266 -0.161
39 C 0.519 -4.183 0.253
40 C -0.177 -2.954 0.888
41 C -0.827 -1.996 -0.103
42 C 0.136 -1.635 -1.229
43 C 0.715 -2.882 -1.921
44 N 1.335 -3.837 -0.952
45 O 2.506 -3.289 -0.522
46 C -0.419 -3.569 -2.725
47 C 1.710 -2.440 -3.023
48 C 1.336 -4.856 1.390
49 H -0.260 -5.729 -1.118
50 H -0.555 -6.098 0.548
51 H -1.532 -4.868 -0.234
52 H 0.559 -2.377 1.463
53 H -0.933 -3.283 1.610
54 H -1.747 -2.431 -0.507
55 H -1.131 -1.082 0.419
56 H -0.381 -1.001 -1.955
57 H 0.951 -1.022 -0.817
58 H -0.064 -4.473 -3.225
59 H -0.804 -2.898 -3.501
60 H -1.288 -3.838 -2.123
61 H 2.535 -1.840 -2.629
62 H 1.208 -1.821 -3.773
63 H 2.133 -3.306 -3.543
64 H 1.899 -5.720 1.024
65 H 0.667 -5.207 2.182
66 H 2.035 -4.165 1.869
67 C -4.686 -1.043 4.961
68 C -4.159 -0.854 3.511
69 C -3.982 0.647 3.170
70 C -5.270 1.388 2.831
71 C -6.088 0.622 1.796
72 C -6.351 -0.833 2.225
73 N -5.092 -1.560 2.582
74 O -4.418 -1.815 1.425
75 C -7.339 -0.822 3.420
76 C -7.149 -1.558 1.113
77 C -2.732 -1.464 3.544
78 H -5.427 -1.846 5.022
79 H -3.896 -1.343 5.655
80 H -5.133 -0.133 5.366
81 H -3.312 0.746 2.306
82 H -3.483 1.162 3.999
83 H -5.860 1.562 3.737
84 H -5.026 2.380 2.436
85 H -7.032 1.146 1.625
86 H -5.552 0.640 0.837
87 H -7.548 -1.834 3.775
88 H -8.297 -0.377 3.125
89 H -6.999 -0.231 4.272
90 H -6.625 -1.562 0.154
91 H -8.109 -1.063 0.939
92 H -7.361 -2.595 1.393
93 H -2.758 -2.540 3.741
94 H -2.134 -0.997 4.334
95 H -2.183 -1.296 2.613

Properties
LUMO energy (alpha / beta)	-2.890 / -2.890	eV
spin multiplicity	3
total charge	+1

- Among the records above, which one has the highest spin multiplicity?
  C30H58N5O2